(1)
{"formula": "C13H16N5O3P", "method": "the ωB97M-V functional and the def2-TZVPD basis", "symbols": ["C", "C", "O", "C", "O", "N", "P", "O", "N", "C", "C", "C", "C", "C", "N", "N", "C", "C", "C", "C", "C", "N", "H", "H", "H", "H", "H", "H", "H", "H", "H", "H", "H", "H", "H", "H", "H", "H"], "coordinates": [[-0.34072, -3.75439, 3.27317], [-0.33623, -2.25302, 3.51515], [-0.18186, -1.40894, 2.34240], [-1.01213, -0.28807, 2.08446], [-1.51147, 0.46997, 2.92765], [-1.30543, 0.15305, 0.91092], [-0.19730, -0.14843, -0.28231], [-0.43871, -1.59065, -0.68981], [1.38651, -0.09550, 0.34885], [2.44639, 0.21190, -0.35665], [2.64865, 1.24354, -1.28114], [3.95466, 1.32774, -1.83215], [4.89696, 0.22872, -1.49936], [4.55023, -0.70990, -0.49986], [3.24887, -0.74952, -0.01985], [-0.33361, 0.86001, -1.64497], [-1.55904, 1.48399, -1.74560], [-2.45551, 1.35585, -2.81658], [-3.77296, 1.76133, -2.71949], [-4.22512, 2.39839, -1.56950], [-3.22999, 2.53946, -0.57599], [-2.03217, 2.17250, -0.63050], [-1.25707, -4.02063, 2.67593], [0.50985, -4.06305, 2.65016], [-0.31344, -4.44585, 4.07871], [0.47825, -2.00139, 4.22482], [-1.27264, -1.89842, 4.00230], [-1.44008, 1.11007, 0.91796], [1.55142, -0.90535, 0.98894], [1.82186, 2.02353, -1.46553], [4.06544, 2.11855, -2.61231], [5.89978, 0.19477, -2.03584], [5.18242, -1.55779, -0.25144], [-0.15512, 0.30824, -2.44126], [-2.08114, 0.67158, -3.56996], [-4.58352, 1.62147, -3.54913], [-5.17400, 2.59774, -1.17669], [-3.43206, 3.03851, 0.32448]], "forces_ev_per_a": [[-0.847, 0.212, -3.218], [-0.646, 1.183, 2.124], [-1.248, 1.113, -1.796], [-0.344, -0.060, 7.722], [1.173, -2.450, 1.362], [1.827, -0.933, -6.131], [1.102, -6.321, -1.699], [0.440, 2.230, -0.004], [-6.832, 1.410, 2.036], [1.444, -0.254, -0.984], [0.825, 1.620, -0.316], [-1.068, -2.152, 0.355], [0.106, 1.604, -0.326], [-2.120, 0.978, -1.792], [6.641, -0.995, -0.822], [-0.375, 1.179, 2.007], [-3.744, 1.953, 1.032], [1.829, -1.288, 0.260], [-3.043, 0.735, -1.020], [2.899, -0.994, 0.675], [-3.174, 1.173, -0.871], [5.389, -2.166, -1.810], [0.820, 0.190, 0.465], [-0.102, 0.314, -0.018], [-0.077, 0.197, 1.406], [-0.297, 0.074, -0.553], [0.557, -0.440, -0.188], [-1.239, 2.540, 0.538], [-0.345, 0.943, -0.919], [1.671, -1.413, 0.251], [0.639, -0.902, 0.818], [-1.430, 0.054, 0.987], [0.018, 0.305, 0.113], [0.502, -0.944, -1.032], [-0.455, 0.345, -0.615], [2.017, -0.112, 1.345], [-1.616, 0.423, -0.626], [-0.896, 0.650, 1.244]], "smiles": "CCOC(=O)NP(=O)(Nc1ccccn1)Nc1ccccn1", "orbital_gap_ev": 9.1, "homo_energy_ev": -8.5, "charge": 0}

=====

(2)
{"formula": "C13H16OSe", "method": "the ωB97M-V functional and the def2-TZVPD basis", "symbols": ["C", "C", "C", "C", "C", "C", "Se", "C", "C", "C", "C", "C", "C", "C", "O", "H", "H", "H", "H", "H", "H", "H", "H", "H", "H", "H", "H", "H", "H", "H", "H"], "coordinates": [[-0.56479, -2.17939, -2.20491], [0.71501, -1.21452, -1.94675], [2.02683, -1.92447, -2.21918], [0.48120, 0.05397, -2.76074], [1.20719, 1.16774, -1.92195], [0.68120, 0.92087, -0.48765], [-1.31799, 1.25498, -0.25690], [-1.28544, 1.07203, 1.66759], [-1.16544, 2.30893, 2.29988], [-1.09786, 2.33313, 3.70237], [-1.33394, 1.19462, 4.41928], [-1.43626, -0.04230, 3.84218], [-1.52457, -0.09907, 2.42566], [0.82375, -0.73673, -0.40920], [0.86739, -1.36439, 0.62165], [-1.40626, -1.72414, -1.78883], [-0.45400, -3.18744, -1.80685], [-0.64925, -2.30724, -3.26131], [1.76824, -2.71833, -3.06405], [2.57294, -2.30166, -1.39830], [2.63915, -1.24027, -2.75838], [-0.61090, 0.31737, -2.90806], [0.91594, -0.08318, -3.75132], [2.27082, 0.96128, -1.92565], [1.19917, 2.25496, -2.21093], [1.13771, 1.42769, 0.35383], [-1.13558, 3.21126, 1.71222], [-0.84897, 3.36293, 4.04568], [-1.32963, 1.26423, 5.47749], [-1.59721, -0.87783, 4.51958], [-1.54841, -1.10503, 1.99354]], "forces_ev_per_a": [[2.946, 0.128, 0.711], [-1.979, -1.307, 2.143], [-1.541, -1.089, -3.788], [0.088, 1.306, 0.183], [-0.693, 0.760, 0.435], [-0.123, -2.402, -0.429], [0.937, -0.784, -0.161], [-0.992, 0.016, 0.139], [0.201, -1.210, 1.031], [0.014, 2.270, -1.976], [0.910, 0.435, 0.933], [-1.210, 0.207, -1.596], [1.425, -0.436, 0.590], [-1.653, 2.244, -0.334], [0.312, 0.199, -1.424], [-1.512, 0.692, 0.502], [0.230, 0.115, 0.347], [-0.192, 0.164, -0.881], [0.890, 1.069, 1.987], [0.189, -0.734, 0.900], [0.948, 0.638, -0.265], [1.178, -0.475, 0.339], [0.022, 0.186, -0.080], [0.391, -0.339, 0.158], [-0.737, -1.112, -0.146], [0.273, 0.041, -0.089], [0.296, 0.122, 0.002], [-0.529, -1.144, 0.706], [0.032, 0.013, 0.920], [0.105, -0.178, -0.576], [-0.226, 0.605, -0.279]], "smiles": "CC1(C)CC[C@@H]([Se]c2ccccc2)C1=O", "orbital_gap_ev": 9.0, "homo_energy_ev": -8.3, "charge": 0}

=====

(3)
{"formula": "C13H17BF3N4O3", "method": "the ωB97M-V functional and the def2-TZVPD basis", "symbols": ["H", "N", "C", "C", "C", "C", "N", "C", "C", "C", "B", "O", "O", "C", "C", "C", "O", "N", "C", "C", "N", "C", "F", "F", "F", "H", "H", "H", "H", "H", "H", "H", "H", "H", "H", "H", "H", "H", "H", "H", "H"], "coordinates": [[-0.58755, 1.06078, -3.01171], [-1.47921, 1.45735, -3.32507], [-1.83844, 2.36263, -2.51556], [-3.13310, 3.13255, -2.82090], [-1.06793, 2.82394, -1.24260], [-0.34188, 1.71948, -0.51651], [0.88540, 1.38794, -0.95495], [1.61064, 1.92054, -1.99164], [2.22306, 2.63780, -2.72921], [1.36343, 0.36191, -0.08780], [2.83036, -0.21843, -0.32947], [3.26391, -0.71299, -1.53997], [3.74062, -0.18683, 0.70202], [0.40243, 0.08394, 0.83858], [0.54513, -0.94296, 1.93414], [-0.52013, -2.05993, 1.86801], [-1.61505, -1.80126, 1.42780], [-0.25475, -3.39294, 2.28325], [-0.12921, -4.20959, 1.03512], [0.94022, -3.48924, 3.14506], [-0.66849, 0.97424, 0.54359], [-1.90997, 1.09342, 1.28074], [-1.75729, 0.68569, 2.53683], [-2.28795, 2.39001, 1.34018], [-2.90479, 0.43749, 0.69370], [-3.51725, 3.66091, -1.93656], [-2.85150, 3.90774, -3.56027], [-3.87169, 2.48398, -3.30415], [-0.32818, 3.58657, -1.54854], [-1.78406, 3.36253, -0.60674], [2.85025, 3.26882, -3.34077], [2.52812, -1.11422, -2.02585], [4.19935, -1.03421, 0.78970], [1.54709, -1.39176, 1.81479], [0.55974, -0.44212, 2.91927], [0.64154, -4.98616, 1.11203], [0.06479, -3.52556, 0.18467], [-1.11930, -4.64723, 0.82926], [0.87544, -4.37226, 3.80339], [1.83075, -3.65087, 2.49962], [1.06544, -2.62171, 3.80654]], "forces_ev_per_a": [[-0.100, -0.202, -0.369], [0.487, 0.176, 0.849], [-1.032, 0.057, -0.326], [0.997, 0.395, -0.042], [-0.618, 0.244, 0.153], [-0.130, 1.861, -1.701], [-0.501, -1.731, 1.546], [-0.394, 0.885, 0.509], [0.314, -0.058, -0.046], [0.538, -0.062, -0.473], [1.264, -0.293, 0.122], [-1.171, -0.265, 0.751], [-1.243, -0.378, 0.111], [0.528, 0.325, -0.660], [0.302, -0.034, 0.238], [-1.279, -0.528, 0.476], [0.495, 0.252, -0.471], [1.610, 1.343, -0.058], [-1.230, 0.196, -0.207], [0.356, -0.848, -0.256], [0.773, -0.571, 0.183], [-1.772, 0.438, 0.701], [0.300, 0.004, -0.730], [0.534, -0.509, -0.156], [0.719, 0.261, 0.126], [-0.102, -0.359, -0.327], [-0.234, -0.253, 0.295], [0.209, 0.120, 0.320], [-0.124, -0.443, 0.099], [0.394, -0.458, -0.036], [-0.370, -0.395, 0.080], [0.306, 0.268, -0.387], [0.523, 0.416, -0.274], [-0.357, 0.332, 0.023], [-0.180, -0.306, -0.333], [-0.276, 0.320, 0.136], [0.276, -0.548, 0.210], [0.554, -0.112, 0.038], [-0.162, 0.330, -0.340], [-0.095, 0.333, 0.559], [-0.111, -0.206, -0.333]], "smiles": "[H]/N=C(/C)Cc1n(C#C)c(B(O)O)c(CC(=O)N(C)C)[n+]1C(F)(F)F", "orbital_gap_ev": 8.6, "homo_energy_ev": -12.4, "charge": 1}

=====

(4)
{"formula": "C13H17CdClIN4O4P3", "method": "the ωB97M-V functional and the def2-TZVPD basis", "symbols": ["C", "C", "O", "O", "C", "C", "C", "N", "C", "P", "C", "C", "C", "N", "C", "P", "O", "Cl", "C", "P", "N", "O", "N", "C", "C", "I", "H", "H", "H", "H", "H", "H", "H", "H", "H", "H", "H", "H", "H", "H", "H", "H", "H", "Cd"], "coordinates": [[3.13441, 0.27027, 2.70853], [4.25791, -0.56750, 1.98634], [4.69961, -1.58085, 2.42600], [4.75493, -0.00045, 0.78183], [4.20471, -0.68249, -0.36679], [2.66047, -0.45881, -0.44891], [2.14795, 0.98130, -0.39023], [3.08416, 2.04969, -0.30413], [0.70243, 1.22816, -0.41914], [0.18128, 3.01501, -0.28336], [-1.22447, 3.43181, -1.43826], [-0.44968, 3.17376, 1.49899], [-0.30686, 0.09579, -0.54862], [-1.61405, 0.46153, -0.59777], [-2.39919, -0.67064, -0.71846], [-4.21618, -0.25971, -0.84738], [-4.90602, -1.07477, -2.13497], [-4.31394, 1.80240, -1.36922], [-1.92507, -2.08223, -0.74829], [-3.04566, -3.62130, -0.86481], [-2.34704, -4.68782, 0.34666], [-4.59338, -3.28036, -0.27489], [-0.60044, -2.39803, -0.70139], [0.21390, -1.29368, -0.61497], [1.68654, -1.53199, -0.57681], [2.39967, -3.56882, -0.67927], [3.27510, 0.23011, 3.81751], [2.16420, -0.24900, 2.48337], [3.10934, 1.30499, 2.28922], [4.68419, -0.21734, -1.26606], [4.51309, -1.75470, -0.33076], [3.93484, 1.80917, -0.83258], [2.71906, 2.87145, -0.80983], [-1.45062, 2.57487, -2.13824], [-1.06935, 4.34422, -2.06103], [-2.15653, 3.52331, -0.80345], [-1.38204, 2.55826, 1.58506], [-0.59401, 4.25278, 1.76494], [0.33156, 2.67262, 2.12795], [-4.25223, -1.29194, -2.83882], [-3.08490, -4.94704, 1.01863], [-1.66875, -4.14794, 0.90738], [-4.60372, -2.64218, 0.46503], [-6.65523, 0.35813, -0.79902]], "forces_ev_per_a": [[0.370, -0.413, -0.687], [-0.368, 0.624, 1.065], [-0.225, 0.319, -0.540], [-1.191, -0.576, -0.031], [0.033, 0.169, -0.034], [-2.165, -0.267, -0.122], [-1.609, -0.717, -0.282], [-0.882, -1.219, -1.769], [0.795, -0.986, -0.098], [0.133, -0.050, 0.224], [-1.215, -1.041, -0.007], [0.173, -0.659, -0.568], [2.114, 1.820, 0.157], [0.528, -3.621, 0.185], [0.085, 0.024, -0.563], [0.505, -0.600, -1.248], [1.739, 0.984, 0.725], [0.425, -0.860, -0.014], [-0.203, 0.868, 1.237], [-0.120, -1.417, -0.182], [-0.337, 2.032, 0.247], [1.299, 1.308, 0.201], [-1.455, 2.819, -0.044], [1.124, -0.552, -0.098], [0.739, 1.583, 0.346], [-0.630, 1.198, 0.048], [0.051, 0.116, -1.068], [0.777, 0.460, 0.157], [0.025, -0.817, 0.569], [-0.373, -0.371, 0.683], [-0.576, 0.806, -0.123], [-0.127, -0.066, 0.888], [-0.141, -0.183, 0.788], [0.500, 0.878, 0.651], [0.101, -0.638, 0.794], [0.960, 0.221, -0.666], [0.568, 0.721, 0.043], [0.112, -1.118, -0.195], [-0.634, 0.721, -0.412], [-0.483, -0.028, 0.068], [0.250, -0.192, -0.514], [-0.063, -0.558, -0.295], [-0.069, -0.691, 0.140], [-0.541, -0.030, 0.341]], "orbital_gap_ev": 2.3, "homo_energy_ev": -13.3, "charge": 2}

=====

(5)
{"formula": "C13H17HgNS", "method": "the ωB97M-V functional and the def2-TZVPD basis", "symbols": ["C", "C", "C", "H", "C", "H", "H", "H", "C", "H", "H", "C", "H", "H", "C", "H", "H", "C", "H", "H", "Hg", "H", "S", "C", "C", "C", "C", "C", "N", "H", "H", "H", "H"], "coordinates": [[0.75974, -1.19597, -1.63219], [0.45927, 1.89665, -3.47030], [-0.60963, -1.34521, -2.14784], [1.38756, -2.02660, -2.00448], [-0.66496, 2.13287, -2.75212], [0.85062, 2.64271, -4.15739], [-1.07515, -2.33408, -1.99538], [-1.18550, 3.08716, -2.92414], [-1.52258, -0.28938, -2.53181], [-2.57600, -0.57810, -2.29329], [-1.47237, -0.17460, -3.63937], [1.46688, 0.15563, -1.88836], [2.53877, 0.00003, -1.70884], [1.14422, 0.90921, -1.15970], [1.29186, 0.66132, -3.33790], [0.86516, -0.14429, -3.95912], [2.29281, 0.88330, -3.74918], [-1.38232, 1.16941, -1.89184], [-2.40330, 1.56823, -1.76121], [-0.95016, 1.15976, -0.87577], [-0.26057, -1.41179, 0.76962], [0.92858, -1.46433, -0.35787], [-1.40896, -1.66344, 2.89000], [-0.24106, -0.52126, 3.42074], [-0.12018, -0.04831, 4.72709], [0.87693, 0.88647, 4.99390], [1.70267, 1.36036, 3.97390], [1.55166, 0.82901, 2.69666], [0.58330, -0.05937, 2.44721], [-0.79456, -0.46485, 5.46203], [0.96575, 1.27808, 5.99662], [2.48974, 2.08983, 4.15171], [2.16328, 1.13368, 1.85453]], "forces_ev_per_a": [[-0.084, 0.354, -2.716], [-1.045, 0.361, 0.963], [1.473, -1.345, 1.178], [-0.241, 0.115, 0.408], [1.118, 0.873, -1.754], [-0.282, 0.097, 0.130], [0.426, 0.426, -0.303], [0.381, -0.333, 0.103], [-1.491, 1.778, 0.010], [0.754, -0.103, -0.319], [-0.271, 0.194, 0.459], [0.096, -0.701, 0.239], [-0.217, 0.032, 0.072], [0.039, -0.075, -0.227], [0.479, -0.128, -0.169], [0.237, 0.189, 0.135], [-0.419, -0.153, 0.072], [-0.526, -0.883, 0.115], [0.355, -0.308, 0.011], [-0.149, -0.290, -0.235], [-0.993, -1.207, 1.528], [0.698, 0.008, -1.676], [-1.283, -0.458, 0.688], [0.852, 0.899, -0.298], [0.482, -0.008, -0.191], [-0.564, -0.096, -0.157], [0.487, -0.141, -0.295], [-0.940, -0.139, 0.929], [0.609, 0.906, 0.826], [0.128, 0.242, 0.235], [0.125, 0.031, 0.078], [-0.238, -0.122, 0.112], [0.002, -0.017, 0.046]], "orbital_gap_ev": [7.2, 5.6], "homo_energy_ev": [-7.2, -5.7], "charge": 0}

=====

(6)
{"formula": "C13H17IN2OSn", "method": "the ωB97M-V functional and the def2-TZVPD basis", "symbols": ["C", "C", "H", "H", "H", "H", "H", "H", "C", "C", "C", "C", "H", "H", "H", "H", "N", "C", "C", "N", "C", "C", "C", "H", "H", "C", "H", "H", "Sn", "I", "C", "O", "H", "H", "H"], "coordinates": [[-1.93985, 1.74007, 2.92864], [-2.81469, 2.37738, 1.94926], [-1.41576, 0.88637, 2.49772], [-2.48314, 1.38154, 3.79556], [-1.16815, 2.43291, 3.29326], [-3.28327, 1.64353, 1.29032], [-3.58675, 2.96554, 2.45047], [-2.22494, 3.05771, 1.32182], [0.83480, -3.17818, 0.69573], [2.05029, -3.81086, 0.93191], [3.01530, -3.81751, -0.08640], [2.73734, -3.16942, -1.29129], [0.04876, -3.16267, 1.45962], [2.24254, -4.26062, 1.90816], [3.98445, -4.29811, 0.05348], [3.47726, -3.05657, -2.07444], [0.59475, -2.53408, -0.47195], [1.50207, -2.54835, -1.49042], [1.16435, -1.68913, -2.61638], [-0.02388, -1.02771, -2.49267], [-0.35944, -0.04133, -3.36025], [1.71161, -0.33147, -4.54598], [0.49604, 0.34838, -4.38995], [-1.31221, 0.46857, -3.17991], [0.22105, 1.17898, -5.04202], [2.05587, -1.33406, -3.63843], [3.03297, -1.81438, -3.64191], [2.40838, -0.07358, -5.34338], [-1.36401, -1.54025, -0.80174], [-2.55723, -3.76513, -1.87360], [-1.39833, 5.45966, 4.37494], [-1.30367, 4.19823, 3.86867], [-0.41340, 5.89597, 4.59717], [-1.98982, 5.35741, 5.28780], [-1.93930, 6.06116, 3.63619]], "forces_ev_per_a": [[1.843, -0.982, 1.215], [-0.809, 0.980, -1.232], [0.013, -0.168, -0.019], [-0.119, -0.183, 0.215], [-0.450, -0.865, -0.244], [-0.191, 0.129, 0.019], [-0.048, 0.042, -0.243], [-0.276, -0.041, -0.070], [1.142, -0.309, -0.158], [-1.092, 0.156, 0.563], [0.223, 0.598, -1.415], [0.593, -0.614, 0.840], [0.281, 0.087, -0.367], [-0.108, 0.065, -0.410], [-0.291, 0.179, 0.018], [0.068, -0.367, 0.165], [-1.097, -0.434, 0.877], [-0.268, 1.244, -0.775], [0.625, -0.576, 1.294], [-1.119, 0.494, -0.247], [0.988, 0.178, -0.631], [0.987, -1.149, 0.691], [-1.343, 0.167, 0.550], [0.349, -0.233, -0.107], [0.031, -0.346, 0.206], [-0.040, 0.683, -0.815], [-0.276, 0.150, -0.349], [-0.203, 0.023, 0.239], [0.594, 0.276, 0.039], [-0.053, -0.249, -0.188], [0.715, -0.155, -0.208], [0.088, 0.537, 0.097], [-0.231, 0.100, 0.064], [-0.287, 0.338, 0.160], [-0.240, 0.245, 0.227]], "orbital_gap_ev": [8.2, 3.8], "homo_energy_ev": [-8.4, -5.4], "charge": 0}